# 1
{"formula": "C12H12FN4O4PS2", "method": "the ωB97M-V functional and the def2-TZVPD basis", "multiplicity": 1, "homo_lumo_gap_ev": 6.46, "smiles": "CCOc1c([PH2]=O)c(F)c(S)c2nc(ON=O)c(S)nc12.CC#N", "lumo_ev": -2.24, "elements": ["C", "C", "O", "C", "C", "P", "O", "C", "F", "C", "S", "C", "N", "C", "O", "N", "O", "C", "S", "N", "C", "H", "H", "H", "H", "H", "H", "H", "H", "H", "C", "C", "N", "H", "H", "H"], "xyz": [[0.03255, -2.44053, -0.64366], [-1.03532, -1.85590, -1.78046], [-0.60837, -0.55462, -2.35664], [-1.06545, 0.56368, -1.46897], [-2.66468, 0.92411, -1.48502], [-3.89525, -0.03508, -2.64856], [-5.42101, 0.31136, -2.26828], [-3.15817, 2.16142, -0.49208], [-4.59353, 2.57764, -0.47091], [-2.02337, 2.92409, 0.45042], [-2.71503, 4.32929, 1.54507], [-0.40388, 2.53990, 0.43564], [0.50734, 3.32543, 1.33588], [1.93282, 2.88229, 1.16344], [2.96577, 3.60645, 1.96186], [3.48551, 2.81293, 2.91483], [2.67127, 2.01528, 3.35076], [2.41731, 1.70608, 0.15007], [4.27778, 1.31184, 0.02651], [1.50412, 0.88460, -0.71561], [0.08181, 1.33953, -0.54829], [0.82583, -1.64461, -0.30324], [0.57442, -3.40447, -1.08369], [-0.58921, -2.72103, 0.33025], [-1.12311, -2.63060, -2.67802], [-2.07756, -1.78923, -1.20899], [-3.76524, -1.46706, -2.55280], [-3.60788, 0.30311, -4.04856], [-3.93816, 3.77585, 2.01118], [4.73476, 2.07428, -1.09606], [3.07124, -3.84619, 2.45369], [2.23375, -4.20388, 1.23666], [1.53902, -4.50040, 0.22705], [3.61131, -2.91271, 2.27333], [2.42527, -3.72085, 3.32701], [3.79335, -4.64203, 2.65620]]}

=====

# 2
{"formula": "C4H3O2Y", "method": "the ωB97M-V functional and the def2-TZVPD basis", "multiplicity": 2, "homo_lumo_gap_ev": [4.84, 6.01], "s2": 0.8288, "charge": 3, "lumo_ev": [-15.51, -15.21], "elements": ["C", "C", "C", "C", "H", "H", "O", "H", "O", "Y"], "xyz": [[-2.16074, -0.24283, -0.08833], [-0.93515, -0.32282, -0.10499], [0.43403, -0.40885, -0.18058], [1.25064, 0.72842, -0.01074], [0.98608, -1.35259, 0.05108], [0.81635, 1.73186, -0.13105], [-3.42355, -0.15511, -0.17930], [-3.86994, -0.02722, 0.67514], [2.47814, 0.55246, 0.24204], [4.42415, -0.50332, -0.27327]]}